{
  "formula": "C76H76Br2N2O4P2Ru",
  "method": "the ωB97M-V functional and the def2-TZVPD basis",
  "mol_weight_g_mol": 1404.3,
  "total_charge": 1,
  "total_energy_ha": -9277.60646,
  "multiplicity": 6,
  "gap_ev": [6.0, 4.3],
  "elements": ["C", "H", "H", "C", "C", "C", "H", "C", "H", "C", "H", "C", "H", "H", "C", "C", "N", "C", "O", "H", "C", "H", "H", "H", "O", "H", "C", "C", "P", "C", "C", "H", "H", "H", "H", "H", "H", "H", "C", "C", "H", "C", "C", "C", "H", "P", "C", "C", "N", "C", "C", "C", "C", "H", "H", "C", "H", "H", "H", "C", "H", "C", "Br", "H", "H", "C", "C", "C", "C", "C", "H", "C", "H", "H", "C", "H", "H", "C", "C", "C", "C", "C", "H", "C", "H", "H", "C", "H", "Ru", "H", "H", "C", "C", "C", "C", "C", "O", "H", "H", "H", "C", "C", "C", "H", "H", "H", "C", "H", "H", "C", "C", "C", "H", "C", "H", "C", "H", "C", "C", "H", "H", "C", "C", "O", "H", "H", "C", "H", "C", "C", "H", "H", "C", "C", "C", "H", "H", "C", "C", "H", "H", "C", "C", "Br", "H", "H", "H", "H", "H", "H", "H", "C", "C", "C", "H", "H", "H", "C", "H", "H", "H", "C", "H"],
  "positions_angstrom": [[-3.34538, 2.10610, 3.41182], [-3.50908, 6.54230, -1.88608], [-3.66108, 4.77820, 0.64162], [0.81932, 3.41670, 2.57192], [2.13002, -5.73980, 1.94882], [1.06622, -1.12590, 5.88912], [-2.98698, -3.18700, 2.48762], [2.73132, 4.09220, -0.70668], [1.90662, -3.02230, 6.32092], [0.85382, -0.58700, 3.56012], [-1.24548, -3.82480, -0.73388], [4.32302, 0.63740, -4.42788], [-3.38068, 4.78400, -1.86078], [-1.62848, -4.24010, -5.56208], [-3.37678, 0.73600, -0.82588], [5.54452, -3.24450, -1.67948], [-0.97478, 0.92580, -0.34508], [-2.06208, 5.79420, -0.45328], [1.49262, -2.12450, 1.86922], [3.28702, 3.65100, 1.34382], [-6.93288, -0.52650, -1.43228], [6.29562, 0.62060, -3.60978], [-4.87308, 1.90100, -2.75968], [-1.40978, -3.18950, 1.66372], [3.14002, -0.38140, -0.62878], [3.37972, 2.25130, 0.27912], [3.20172, -2.75240, -1.92658], [1.58392, -2.35730, 5.53672], [1.56362, -2.44460, -1.18068], [-3.04828, 5.67260, 0.71732], [4.66802, -2.69280, -3.84128], [4.80922, -2.54030, -4.90168], [-0.13748, 1.08840, -5.50458], [0.96942, -0.85150, 6.92882], [0.65252, 5.86500, -0.67198], [-0.74268, 0.58800, -3.14198], [-0.79028, 7.24760, 0.54782], [1.88222, -4.61940, -3.19358], [0.75092, 2.50380, -0.44368], [-6.24398, 1.61840, -0.38658], [3.84692, 3.09560, 4.91292], [-5.80938, 0.51000, -1.35538], [0.16112, -4.54980, -4.43278], [2.98552, 3.18810, 4.27002], [-1.62538, -1.22720, 2.62042], [0.39502, 0.67210, 2.32782], [-3.09618, -3.46240, 0.33352], [-1.54978, 3.33950, -0.34228], [1.18742, 0.23740, -2.56138], [1.58292, -5.18390, 4.76812], [-2.26478, -4.20030, -0.72668], [4.80642, 0.25290, -2.12238], [-2.39958, -3.63650, 1.68862], [6.72192, -3.16530, -3.46808], [1.07632, 5.52530, 2.76202], [3.13002, 3.62850, -2.11598], [-5.16058, 0.97760, 3.55042], [-6.65768, -1.36480, -2.06928], [-2.11308, 5.74760, -2.61898], [-3.18098, -1.98240, -0.04278], [-2.27758, -4.69420, 1.91202], [-2.02278, -1.16470, -0.06718], [4.95492, 0.95450, -6.18888], [1.59522, -5.30580, -1.33598], [2.77212, 5.96500, 0.39512], [2.50642, 4.44310, 3.93492], [1.24622, 2.15050, 2.96672], [-0.67368, -2.43870, -2.86298], [-4.09978, 0.94780, 3.35082], [3.09822, 5.57210, -0.56438], [-5.10948, -3.66190, 1.15212], [2.93642, 0.56310, -4.17598], [-3.44378, 1.75020, -1.17758], [-2.69458, -4.06670, -1.71518], [0.51622, -3.08380, -2.54678], [-2.51048, 5.64280, 1.66302], [4.60742, 3.50790, 0.18452], [-1.45098, -2.85810, -3.92878], [0.63082, 0.84490, -4.78948], [0.93292, -4.13590, -3.36298], [1.95272, 0.82100, -5.14808], [3.76062, -4.10520, 4.09102], [2.67722, 6.17490, -1.36408], [1.96232, -6.06280, 0.61672], [2.01622, -6.16250, 4.59662], [-2.23608, -5.26480, -0.50608], [1.98262, -4.43770, 2.40832], [0.51362, -5.36290, -5.04828], [0.65942, -0.34320, -0.09608], [-2.37898, -2.34830, -4.14188], [-0.74268, 7.34910, -1.22288], [4.28572, -3.09560, -1.12488], [3.40932, -2.53220, -3.28778], [1.58652, -3.73820, 0.12132], [0.29102, 0.55370, -3.46618], [-1.98898, 2.08290, 3.13432], [1.54272, 1.50570, -0.35878], [2.58352, -2.24630, -3.92558], [-3.71518, 6.53070, 0.72822], [0.25872, 0.71540, 5.14762], [-3.47718, -0.25400, 3.06042], [-1.36038, 0.88530, 2.81012], [-4.49848, -0.07550, -0.85398], [4.22162, -3.33430, 3.47662], [2.57062, 4.17860, -2.87048], [-6.37118, 1.21170, 0.61412], [-4.37858, -1.39950, -0.42318], [-5.25988, -2.00970, -0.42228], [-6.54088, 1.50200, -3.13208], [-1.03728, -3.91740, -4.71898], [3.45092, 0.02330, -1.77808], [3.54742, 3.32130, 0.34112], [-5.50498, 2.41290, -0.33848], [-2.14788, 0.24030, -0.40198], [3.98612, -3.89780, 5.13382], [5.24132, 0.51190, -3.40868], [2.76032, 1.07850, 4.05712], [2.36992, 2.04790, 3.78662], [-2.81708, 5.71080, -1.78978], [4.18002, 5.66690, -0.61548], [-7.18688, 2.04780, -0.71298], [1.43492, 4.55290, 3.06532], [5.73912, -3.04850, -3.03668], [-0.83058, -1.63640, 0.16212], [1.72852, -4.95350, 5.81802], [-2.60288, 3.16650, -0.19238], [-4.47088, -4.13350, 0.40982], [2.25162, 1.02650, -6.16388], [1.70332, -5.05980, -0.29248], [-5.60368, 1.09720, -2.76048], [-7.82078, -0.06450, -1.85638], [-4.34258, -5.17500, 0.69472], [1.68872, -3.42650, 1.48762], [1.69792, -2.75360, 4.20932], [0.68032, -0.24910, 4.89982], [-5.26358, 0.32620, -3.44858], [2.38382, -6.52560, 2.63972], [-1.38088, 7.16210, -0.36238], [2.49312, 0.26200, -2.85618], [4.19522, -5.06270, 3.81882], [0.51482, -5.23960, 4.57232], [1.35782, -1.84290, 3.20742], [0.30502, 4.85530, -0.57618], [6.03812, 0.10970, -0.70648], [-2.13778, 7.94220, -0.34408], [4.14602, -3.22660, -0.06178], [0.00892, 3.51970, 1.86942], [-4.05558, -1.16640, 3.03532], [-1.43068, 3.00150, 3.20542], [6.37982, -3.50230, -1.04538], [4.19202, 3.79450, -2.28148], [-2.11988, -0.28500, 2.80652], [2.23792, -4.12430, 3.86942], [-0.67968, 2.25190, -0.39288], [-3.81188, 3.03940, 3.68532], [2.05812, -7.08470, 0.28392], [-7.19428, -0.89960, -0.44428], [1.23602, 3.83930, -0.56288], [2.97412, 5.32860, 4.33732], [-4.97338, -4.11710, -0.55408], [2.92402, 2.56940, -2.23928], [-1.07258, 4.64160, -0.43688], [-0.99878, -1.59730, -2.26578]],
  "atomic_forces_ev_per_a": [[-0.1, 0.1, 0.0], [-0.2, 0.1, -0.1], [-0.1, -0.1, 0.0], [0.0, -0.1, 0.0], [-0.1, 0.1, -0.2], [0.0, 0.1, 0.2], [0.0, 0.0, 0.1], [0.1, -0.1, -0.1], [0.0, -0.1, 0.1], [0.0, 0.1, -0.3], [0.0, -0.1, 0.0], [0.7, 0.1, -0.4], [-0.1, -0.1, 0.0], [-0.1, 0.0, -0.1], [-0.5, -0.1, 0.0], [0.1, 0.0, 0.0], [0.4, -0.6, 0.1], [-0.2, 0.0, -0.1], [0.2, -0.1, -0.1], [0.0, 0.0, 0.1], [0.2, 0.1, 0.0], [0.1, 0.0, 0.0], [0.1, 0.1, 0.0], [0.1, 0.0, 0.1], [0.5, 1.0, -1.0], [0.1, 0.0, 0.1], [0.1, 0.1, 0.0], [-0.1, 0.1, -0.2], [-0.5, -1.1, 0.0], [0.1, 0.0, -0.2], [0.0, -0.1, 0.0], [0.0, 0.0, -0.1], [-0.1, 0.0, -0.1], [0.0, 0.0, 0.1], [0.1, 0.2, 0.0], [0.0, -0.1, 0.0], [0.1, 0.0, 0.1], [0.0, -0.1, 0.0], [-1.7, 1.5, -0.1], [0.0, -0.1, -0.2], [0.1, 0.0, 0.1], [-0.1, 0.1, 0.0], [0.1, -0.1, 0.0], [0.1, 0.0, 0.0], [0.0, -0.1, -0.1], [-0.1, -0.2, 0.4], [0.2, -0.2, 0.0], [-0.1, 0.5, 0.0], [0.2, -0.3, 0.3], [0.0, 0.1, -0.1], [-0.1, 0.1, 0.2], [1.2, -0.1, 0.4], [0.0, 0.0, -0.1], [0.1, 0.0, 0.0], [0.0, 0.1, 0.0], [0.0, 0.1, 0.2], [-0.1, 0.0, 0.0], [0.0, -0.1, -0.1], [0.0, 0.0, -0.1], [0.3, 0.1, 0.1], [-0.1, -0.2, 0.0], [-1.5, 1.0, -0.6], [-0.1, -0.1, 0.5], [0.0, 0.0, 0.0], [-0.1, 0.1, 0.1], [0.0, 0.0, 0.0], [0.2, 0.0, -0.3], [0.1, 0.1, 0.1], [0.0, 0.0, 0.0], [-0.1, -0.3, -0.1], [-0.1, 0.1, 0.1], [-0.8, 0.0, 0.5], [0.0, 0.1, 0.0], [-0.1, 0.0, -0.2], [0.0, 0.2, 0.0], [0.0, 0.0, 0.1], [0.2, 0.1, 0.0], [0.0, 0.1, -0.1], [0.1, 0.0, 0.1], [-0.1, -0.1, 0.1], [0.0, 0.0, 0.1], [-0.1, 0.0, 0.0], [-0.1, 0.2, -0.1], [0.0, -0.1, 0.0], [0.1, -0.1, 0.0], [0.0, -0.2, 0.1], [-0.1, 0.3, 0.1], [0.0, -0.1, -0.1], [-0.1, 0.8, -0.3], [-0.1, 0.1, 0.0], [0.1, 0.1, -0.1], [-0.1, 0.0, -0.1], [0.0, -0.1, 0.0], [0.0, 0.3, -0.1], [-0.1, 0.1, -0.3], [0.2, 0.0, 0.0], [0.7, -1.6, 0.2], [0.0, -0.1, 0.0], [-0.1, 0.1, 0.0], [0.0, 0.0, 0.0], [-0.1, -0.1, 0.0], [-0.1, 0.0, -0.1], [0.3, 0.3, 0.0], [0.1, 0.1, 0.0], [0.0, 0.1, -0.1], [0.0, 0.0, 0.1], [0.2, 0.0, 0.0], [-0.2, -0.2, 0.0], [-0.1, 0.1, -0.1], [0.0, 0.1, 0.0], [-0.5, -0.3, 1.3], [0.0, -0.1, -0.1], [0.1, 0.2, 0.0], [-0.1, -0.9, 0.1], [0.1, 0.0, 0.1], [0.1, 0.1, 0.0], [0.0, 0.0, 0.0], [-0.1, 0.0, -0.1], [0.0, 0.1, 0.2], [0.1, 0.0, 0.0], [-0.2, 0.1, 0.0], [0.0, 0.1, 0.0], [0.0, 0.0, -0.1], [1.4, -0.2, 0.2], [0.0, 0.0, 0.1], [-0.1, 0.0, 0.0], [0.2, 0.2, 0.0], [0.0, 0.0, -0.1], [0.0, 0.0, 0.3], [0.0, -0.1, 0.2], [-0.1, 0.1, 0.0], [0.0, -0.1, 0.0], [0.0, -0.8, -0.3], [0.0, 0.0, -0.2], [0.1, -0.3, -0.2], [0.0, -0.1, -0.1], [0.0, -0.1, 0.1], [-0.1, -0.2, 0.0], [-0.4, 0.4, -0.9], [0.1, -0.2, 0.0], [-0.1, 0.0, 0.0], [-0.2, 0.3, 0.8], [-0.1, -0.2, 0.1], [-0.1, 0.2, -0.4], [-0.1, 0.1, 0.0], [0.0, -0.1, 0.1], [-0.1, 0.1, -0.1], [0.0, -0.1, 0.0], [0.0, 0.1, 0.0], [0.1, 0.0, 0.0], [0.2, 0.0, 0.0], [0.2, 0.1, 0.0], [0.1, 0.0, 0.1], [1.1, 0.6, -0.2], [-0.1, 0.1, 0.0], [0.0, -0.1, 0.0], [0.0, -0.1, 0.1], [-0.1, -0.6, 0.0], [0.1, 0.1, 0.0], [-0.1, 0.0, -0.1], [0.0, 0.0, 0.0], [-0.2, -0.4, 0.1], [0.0, -0.1, 0.0]]
}